Molecular formula: C29H50AsN5RuSSbSi2
Method: DFT, the ωB97M-V functional and the def2-TZVPD basis

Summary:
E_LUMO (spin up / spin down)	-2.31 / -4.27	eV
frontier orbital gap (spin up / spin down)	5.82 / 5.87	eV
highest occupied orbital energy (spin up / spin down)	-8.13 / -10.14	eV
total energy	-134879.8094	eV
multiplicity	5
<S²>	6.08
total charge	+1

Element x y z (Å)
Ru: -0.3725 0.0351 0.0302
N: -0.5404 0.2499 4.4367
C: -0.9378 0.2469 3.1453
N: -0.1166 0.2488 2.1393
C: 1.2609 0.3382 2.3780
N: 2.1015 0.4746 1.3770
N: 1.5536 0.4624 0.1926
C: 2.2168 0.7016 -0.9276
C: 1.4839 0.5191 -2.1168
C: 2.0192 0.7284 -3.4067
C: 1.2398 0.4986 -4.5087
C: -0.0785 0.0584 -4.3313
C: -0.5527 -0.1292 -3.0503
N: 0.1893 0.0756 -1.9662
C: 1.7425 0.4095 3.7362
C: 3.0926 0.5757 4.0373
C: 3.5008 0.6706 5.3550
C: 2.5725 0.6034 6.3815
C: 1.2189 0.4561 6.1007
C: 0.8082 0.3568 4.7839
H: -1.2194 0.2115 5.1807
H: -2.0020 0.2465 2.9557
H: 3.2640 0.9726 -0.9087
H: 3.0352 1.0801 -3.4890
H: 1.6371 0.6572 -5.5006
H: -0.7200 -0.1218 -5.1754
H: -1.5699 -0.4648 -2.8713
H: 3.7917 0.6433 3.2203
H: 4.5464 0.8034 5.5827
H: 2.8972 0.6739 7.4068
H: 0.4947 0.4288 6.9040
C: 0.1392 5.5784 0.1491
Si: 0.0608 3.9954 1.2190
C: -1.0486 4.1522 2.7774
C: 1.8606 3.6403 1.7537
As: -0.9373 2.3625 -0.2152
Si: -3.2936 2.8970 -0.4530
C: -3.4377 4.7992 -0.5648
C: -4.3026 2.2154 1.0227
C: -3.7666 2.1157 -2.1243
H: 0.4771 6.4374 0.7180
H: -0.8255 5.8194 -0.2826
H: 0.8393 5.4287 -0.6694
H: -0.6957 4.9492 3.4227
H: -1.0386 3.2270 3.3482
H: -2.0783 4.3650 2.5056
H: 2.2994 4.5251 2.2042
H: 2.4740 3.3736 0.8967
H: 1.9359 2.8356 2.4780
H: -3.1153 5.2911 0.3495
H: -4.4637 5.0930 -0.7542
H: -2.8317 5.1748 -1.3844
H: -3.9590 2.6120 1.9766
H: -4.2264 1.1304 1.0611
H: -5.3526 2.4665 0.9107
H: -3.1817 2.5619 -2.9267
H: -4.8166 2.2384 -2.3682
H: -3.5575 1.0483 -2.1083
C: -1.9295 -4.4832 -0.5837
C: -0.4167 -4.4073 -0.6557
C: 0.0755 -4.4690 -2.0885
Sb: 0.3262 -2.5900 0.3786
C: 2.5452 -2.8645 0.3494
C: 3.0995 -2.5161 -1.0265
C: 2.9805 -4.2584 0.7527
C: -0.2468 -3.0852 2.4844
C: -1.7256 -2.7824 2.7160
C: 0.0543 -4.5190 2.8855
H: -2.2699 -5.4097 -1.0449
H: -2.3879 -3.6492 -1.1145
H: -2.2800 -4.4713 0.4468
H: 0.0252 -5.2228 -0.0795
H: -0.2870 -3.6186 -2.6655
H: -0.2956 -5.3795 -2.5573
H: 1.1626 -4.4898 -2.1353
H: 2.9140 -2.1356 1.0804
H: 2.9502 -3.3338 -1.7276
H: 4.1707 -2.3308 -0.9543
H: 2.6329 -1.6244 -1.4425
H: 2.4549 -5.0182 0.1781
H: 2.8176 -4.4397 1.8108
H: 4.0470 -4.3749 0.5598
H: 0.3749 -2.4084 3.0856
H: -2.3342 -3.6297 2.4088
H: -2.0642 -1.9111 2.1507
H: -1.9109 -2.6129 3.7780
H: -0.4612 -5.2232 2.2354
H: -0.2970 -4.6911 3.9032
H: 1.1197 -4.7251 2.8641
S: -2.4719 -0.7093 -0.1410

Atomic forces in eV per Å
Ru -2.185 -1.274 -0.189
N -0.309 0.029 -0.286
C 0.173 -0.019 0.055
N -0.537 -0.040 -0.059
C 0.852 0.097 -0.565
N 0.480 0.025 1.176
N -0.159 0.028 -0.129
C 0.462 0.225 -0.559
C 0.240 -0.019 0.020
C -0.195 -0.025 0.089
C 0.067 0.017 0.162
C -0.027 0.011 0.154
C -0.413 -0.158 -0.559
N 0.376 0.175 0.153
C -0.136 0.007 0.451
C -0.148 -0.010 0.163
C 0.057 -0.023 -0.129
C -0.282 -0.029 0.007
C 0.150 -0.027 0.075
C 0.678 0.114 -0.225
H -0.113 0.045 -0.188
H -0.030 -0.109 -0.024
H 0.014 -0.001 0.001
H 0.109 0.015 -0.046
H 0.007 0.005 -0.051
H -0.135 -0.071 -0.082
H 0.132 0.044 -0.015
H 0.115 -0.020 -0.060
H 0.107 0.002 0.034
H 0.014 0.022 0.126
H -0.051 -0.022 0.033
C -0.264 -0.720 0.363
Si 0.555 0.872 0.353
C 0.314 -0.176 -0.863
C -0.759 -0.257 -0.289
As -0.481 0.447 0.577
Si -0.360 0.386 -0.297
C 0.237 -0.828 0.132
C 0.682 0.038 -0.506
C 0.323 0.120 0.646
H 0.085 0.124 0.234
H -0.169 0.082 -0.074
H 0.111 -0.087 -0.090
H 0.144 0.191 0.087
H 0.051 -0.168 0.076
H -0.180 0.062 -0.034
H -0.100 0.311 0.052
H 0.064 -0.063 -0.130
H -0.006 -0.067 0.071
H 0.037 0.037 0.130
H -0.292 -0.017 -0.034
H 0.096 0.039 -0.135
H 0.064 0.123 0.038
H 0.015 -0.088 -0.023
H -0.187 0.152 -0.115
H 0.086 0.083 -0.037
H -0.238 0.120 0.080
H 0.022 -0.125 0.002
C 0.051 0.104 0.191
C 0.214 0.611 0.225
C 0.179 0.063 0.105
Sb 0.467 -0.627 0.756
C -0.583 0.192 0.017
C -0.251 0.188 -0.017
C -0.092 0.034 0.184
C 0.172 0.219 -0.542
C 0.164 0.207 -0.156
C 0.180 0.145 -0.053
H -0.060 -0.091 -0.058
H -0.082 0.031 -0.005
H -0.130 -0.003 -0.012
H 0.041 0.041 0.063
H 0.007 0.048 -0.098
H -0.044 -0.081 -0.103
H 0.036 0.019 -0.119
H -0.193 -0.009 -0.077
H 0.008 -0.084 -0.081
H 0.118 -0.018 -0.021
H 0.099 -0.064 -0.075
H -0.001 -0.172 -0.040
H 0.008 -0.122 0.055
H 0.112 -0.040 -0.022
H -0.061 -0.015 -0.150
H -0.109 -0.027 -0.010
H -0.096 -0.102 0.127
H -0.058 -0.022 0.088
H -0.011 -0.131 -0.033
H -0.041 -0.058 0.098
H 0.029 -0.160 0.000
S 0.762 0.319 0.015

Mulliken population analysis, charges in e, atoms 1 to 6: Ru -0.811; N 0.233; C -2.033; N 1.777; C -0.888; N -1.440

---

Molecular formula: C27H46BrNP2PdS
Method: DFT, the ωB97M-V functional and the def2-TZVPD basis

Summary:
E_LUMO (spin up / spin down)	-5.48 / -10.38	eV
frontier orbital gap (spin up / spin down)	7.07 / 2.14	eV
highest occupied orbital energy (spin up / spin down)	-12.55 / -12.52	eV
total energy	-133149.3951	eV
multiplicity	3
<S²>	2.01
total charge	+2

Element x y z (Å)
N: -5.4941 -1.3914 3.9807
C: -4.4722 -0.6515 4.4464
C: -3.8413 0.3411 3.6850
C: -4.2898 0.5942 2.3683
C: -5.3905 -0.1720 1.9097
C: -5.9282 -1.1577 2.7382
C: -3.5975 1.4905 1.4857
Pd: -0.7864 0.7309 -3.6711
P: 3.1458 0.1548 -2.3417
C: -3.9045 1.5838 0.1545
C: -3.0525 2.1147 -0.8648
C: -3.4079 1.7836 -2.1781
C: -2.4308 1.9168 -3.1723
C: -1.2078 2.1966 -2.5677
C: -0.8602 2.9342 -1.4677
C: -1.9117 2.8949 -0.5333
Br: 1.0159 2.3210 -4.4060
H: -2.7879 2.0622 1.9226
H: -4.9076 1.3259 -0.1781
H: -3.0331 0.9209 4.1428
H: -5.8411 -0.0045 0.9320
H: -4.1559 -0.8560 5.4733
H: -6.7559 -1.7817 2.3838
H: -4.4319 1.4660 -2.4402
H: -1.8491 3.3401 0.4673
H: -2.6066 2.0001 -4.2501
H: 0.1132 3.4031 -1.3578
P: -0.3315 -1.3541 -1.5387
C: 3.0746 1.7723 -1.4005
C: 3.8888 2.9613 -1.9136
H: 3.3781 1.5461 -0.3658
H: 2.0020 2.0434 -1.4072
H: 3.8527 3.7676 -1.1667
H: 4.9424 2.7087 -2.0864
H: 3.4844 3.3928 -2.8391
C: 3.7773 0.6102 -4.0099
C: 5.2227 0.4547 -4.4524
H: 3.4315 1.6379 -4.1848
H: 3.1311 -0.0029 -4.6530
H: 5.2504 0.6715 -5.5355
H: 5.8966 1.1763 -3.9692
H: 5.5962 -0.5662 -4.3033
C: 4.4419 -0.8323 -1.5103
C: 5.7988 -0.1796 -1.2602
H: 4.5764 -1.7315 -2.1359
H: 4.0189 -1.1763 -0.5472
H: 6.4234 -0.8731 -0.6772
H: 6.3370 0.0304 -2.1925
H: 5.7136 0.7513 -0.6886
C: 0.4269 -2.5646 -0.3197
C: 1.8145 -3.1170 -0.6404
H: -0.2704 -3.4115 -0.2119
H: 0.4490 -2.0433 0.6570
H: 1.8991 -4.1478 -0.2657
H: 2.0328 -3.1259 -1.7148
H: 2.6046 -2.5525 -0.1323
C: -0.3093 -2.4893 -3.0037
C: -1.3226 -2.1225 -4.0763
H: -0.4800 -3.5144 -2.6412
H: 0.7181 -2.4322 -3.3936
H: -1.0524 -2.6628 -4.9901
H: -2.3435 -2.4067 -3.7932
H: -1.3101 -1.0352 -4.3443
C: -2.1051 -1.5837 -1.0048
C: -2.3754 -1.9387 0.4628
H: -2.5537 -2.3400 -1.6645
H: -2.5840 -0.6251 -1.2605
H: -3.4587 -1.9715 0.6354
H: -1.9688 -2.9220 0.7447
H: -1.9522 -1.1777 1.1357
C: 1.9894 -0.7032 2.8749
S: 0.2453 -0.3319 2.6432
C: -0.3671 -1.2300 4.0949
H: 2.5496 -0.1893 2.0861
H: 2.1686 -1.7808 2.7948
H: 2.3196 -0.3409 3.8554
H: -0.0525 -2.2837 4.0414
H: 0.0405 -0.7605 5.0008
H: -1.4616 -1.1393 4.1181

Atomic forces in eV per Å
N 0.607 0.141 0.180
C -0.485 0.008 -0.643
C -0.275 -0.198 -0.187
C -1.181 -1.064 0.840
C 0.213 -0.065 0.657
C 0.129 0.438 -0.006
C -0.239 0.453 -1.832
Pd 2.221 -0.555 0.037
P 2.073 2.220 -0.056
C -0.602 0.783 2.324
C -0.290 0.870 0.090
C -0.324 0.137 -0.408
C -1.412 0.879 1.404
C 0.816 0.585 -1.899
C -0.714 -0.127 0.509
C 0.331 -0.588 -0.644
Br -0.261 -0.074 0.063
H 0.431 -0.291 -0.182
H 0.360 -0.686 -0.011
H -0.218 -0.061 -0.272
H 0.228 -0.158 0.280
H -0.124 0.070 -0.288
H 0.269 0.244 0.189
H 0.584 0.129 0.379
H 0.181 -0.216 -0.531
H -0.190 -0.071 0.261
H -0.231 -0.154 0.180
P 0.052 -0.973 0.340
C -1.031 -0.353 0.316
C 0.302 0.174 -0.464
H -0.223 -0.109 -0.234
H 0.430 -0.093 0.188
H 0.013 -0.326 -0.092
H -0.220 0.058 0.086
H 0.022 -0.299 0.231
C -1.025 -0.282 -0.530
C 0.461 -0.149 -0.037
H 0.011 -0.443 0.217
H 0.152 0.195 -0.232
H -0.030 -0.164 0.474
H -0.234 -0.290 -0.077
H 0.050 0.274 -0.076
C -0.512 -1.132 0.255
C 0.425 0.417 -0.093
H -0.094 0.161 0.278
H 0.170 0.123 -0.471
H -0.276 0.172 -0.155
H -0.216 -0.031 0.365
H 0.027 -0.157 -0.106
C -0.075 0.005 0.152
C 0.263 -0.126 0.219
H 0.189 0.373 -0.107
H -0.087 -0.258 -0.191
H 0.019 0.283 -0.241
H -0.011 -0.069 0.223
H -0.142 -0.036 -0.207
C 0.366 0.209 0.349
C 0.306 -0.262 -0.408
H 0.025 0.202 -0.184
H -0.317 -0.139 -0.094
H -0.280 0.190 0.048
H 0.252 0.316 -0.148
H -0.218 -0.622 -0.116
C -0.221 0.498 -0.177
C -0.010 -0.062 -0.082
H 0.125 0.101 0.233
H -0.097 -0.379 0.189
H 0.270 0.091 0.054
H -0.204 0.380 -0.102
H -0.178 -0.094 -0.063
C 0.230 0.381 -0.594
S 0.395 -0.731 1.161
C -0.562 0.174 -0.253
H -0.139 -0.082 0.187
H -0.213 0.079 0.091
H -0.189 -0.066 -0.089
H -0.034 0.347 -0.067
H 0.107 -0.032 -0.253
H 0.278 -0.093 -0.142

Mulliken population analysis, charges in e, atoms 1 to 6: N -0.585; C -0.455; C -0.438; C 0.557; C -0.644; C -0.359